The following is a DFT calculation (ωB97M-V with the def2-TZVPD basis set) of a cluster of 11 separate species, C44H88O14 in total in a non-equilibrium geometry.

- orbital gap (eV) = 9.699
- highest occupied orbital energy (Eh) = -0.345
- structure (SMILES) = CCOC(C)=O.CCOC(C)=O.CCOC(C)=O.C1CCOC1.C1CCOC1.C1CCOC1.C1CCOC1.C1CCOC1.C1CCOC1.C1CCOC1.C1CCOC1
- calculated total energy (eV) = -75715.1651
- LUMO level (hartree) = 0.012

Last columns: bonded neighbours and bond lengths (Å).
CARTESIAN COORDINATES (ANGSTROEM)
1 C 11.784 17.501 11.570  C2 1.508, C5 1.496, H6 1.090, H7 1.090
2 C 10.970 16.273 11.248  C1 1.508, C3 1.518, H8 1.090, H9 1.090
3 C 9.856 16.333 12.277  C2 1.518, O4 1.421, H10 1.090, H11 1.090
4 O 9.711 17.727 12.507  C3 1.421, C5 1.473
5 C 10.693 18.510 11.738  C1 1.496, O4 1.473, H12 1.090, H13 1.090
6 H 12.388 17.763 10.701  C1 1.090
7 H 12.462 17.500 12.423  C1 1.090
8 H 11.566 15.365 11.337  C2 1.090
9 H 10.522 16.259 10.254  C2 1.090
10 H 10.170 15.778 13.162  C3 1.090
11 H 8.899 15.967 11.907  C3 1.090
12 H 10.959 19.419 12.278  C5 1.090
13 H 10.122 18.718 10.833  C5 1.090
14 C 17.156 11.935 9.908  C15 1.535, C18 1.557, H19 1.090, H20 1.090
15 C 17.238 13.324 9.262  C14 1.535, C16 1.587, H21 1.090, H22 1.090
16 C 17.938 13.085 7.858  C15 1.587, O17 1.455, H23 1.090, H24 1.090
17 O 18.315 11.683 7.957  C16 1.455, C18 1.376
18 C 18.312 11.148 9.225  C14 1.557, O17 1.376, H25 1.090, H26 1.090
19 H 16.234 11.436 9.609  C14 1.090
20 H 17.107 11.922 10.997  C14 1.090
21 H 17.851 13.941 9.919  C15 1.090
22 H 16.252 13.761 9.108  C15 1.090
23 H 18.866 13.617 7.647  C16 1.090
24 H 17.272 13.278 7.017  C16 1.090
25 H 19.261 11.399 9.699  C18 1.090
26 H 18.028 10.098 9.163  C18 1.090
27 C 12.599 15.452 16.671  C28 1.472, C31 1.515, H32 1.090, H33 1.090
28 C 13.584 14.437 17.078  C27 1.472, C29 1.586, H34 1.090, H35 1.090
29 C 12.810 13.064 16.906  C28 1.586, O30 1.442, H36 1.090, H37 1.090
30 O 11.464 13.464 17.232  C29 1.442, C31 1.409
31 C 11.263 14.736 16.659  C27 1.515, O30 1.409, H38 1.090, H39 1.090
32 H 12.839 16.002 15.761  C27 1.090
33 H 12.379 16.215 17.417  C27 1.090
34 H 13.784 14.532 18.145  C28 1.090
35 H 14.534 14.477 16.544  C28 1.090
36 H 13.115 12.347 17.669  C29 1.090
37 H 12.916 12.649 15.904  C29 1.090
38 H 10.488 15.178 17.285  C31 1.090
39 H 10.885 14.663 15.639  C31 1.090
40 C 9.988 13.302 9.516  C41 1.531, C44 1.540, H45 1.090, H46 1.090
41 C 8.955 12.189 9.323  C40 1.531, C42 1.597, H47 1.090, H48 1.090
42 C 7.790 12.983 8.574  C41 1.597, O43 1.424, H49 1.090, H50 1.090
43 O 8.481 14.088 8.000  C42 1.424, C44 1.408
44 C 9.879 13.971 8.133  C40 1.540, O43 1.408, H51 1.090, H52 1.090
45 H 10.993 12.924 9.702  C40 1.090
46 H 9.732 14.018 10.298  C40 1.090
47 H 8.634 11.722 10.254  C41 1.090
48 H 9.372 11.394 8.705  C41 1.090
49 H 6.994 13.353 9.220  C42 1.090
50 H 7.377 12.364 7.777  C42 1.090
51 H 10.393 14.915 7.956  C44 1.090
52 H 10.230 13.308 7.342  C44 1.090
53 C 13.350 7.757 14.912  C54 1.545, C57 1.554, H58 1.090, H59 1.090
54 C 13.702 8.800 15.996  C53 1.545, C55 1.495, H60 1.090, H61 1.090
55 C 12.380 9.497 15.994  C54 1.495, O56 1.411, H62 1.090, H63 1.090
56 O 11.405 8.478 15.949  C55 1.411, C57 1.429
57 C 11.848 7.410 15.109  C53 1.554, O56 1.429, H64 1.090, H65 1.090
58 H 13.892 6.811 14.947  C53 1.090
59 H 13.580 8.256 13.971  C53 1.090
60 H 14.545 9.462 15.794  C54 1.090
61 H 13.910 8.250 16.913  C54 1.090
62 H 12.360 10.165 15.133  C55 1.090
63 H 12.281 10.224 16.800  C55 1.090
64 H 11.389 7.325 14.124  C57 1.090
65 H 11.725 6.473 15.651  C57 1.090
66 C 18.154 10.125 14.030  C67 1.524, C70 1.550, H71 1.090, H72 1.090
67 C 18.866 11.411 13.628  C66 1.524, C68 1.533, H73 1.090, H74 1.090
68 C 19.898 10.880 12.627  C67 1.533, O69 1.403, H75 1.090, H76 1.090
69 O 19.276 9.801 11.980  C68 1.403, C70 1.401
70 C 18.535 9.094 12.936  C66 1.550, O69 1.401, H77 1.090, H78 1.090
71 H 17.081 10.125 14.218  C66 1.090
72 H 18.651 9.830 14.954  C66 1.090
73 H 19.229 12.086 14.404  C67 1.090
74 H 18.032 11.948 13.176  C67 1.090
75 H 20.802 10.457 13.065  C68 1.090
76 H 20.265 11.611 11.907  C68 1.090
77 H 18.990 8.168 13.288  C70 1.090
78 H 17.682 8.708 12.379  C70 1.090
79 C 8.824 11.102 13.656  C80 1.516, C83 1.527, H84 1.090, H85 1.090
80 C 7.551 11.867 13.350  C79 1.516, C81 1.548, H86 1.090, H87 1.090
81 C 7.960 13.277 12.856  C80 1.548, O82 1.451, H88 1.090, H89 1.090
82 O 9.229 13.417 13.546  C81 1.451, C83 1.433
83 C 9.576 12.257 14.312  C79 1.527, O82 1.433, H90 1.090, H91 1.090
84 H 9.326 10.765 12.749  C79 1.090
85 H 8.692 10.236 14.303  C79 1.090
86 H 6.934 11.985 14.241  C80 1.090
87 H 6.987 11.366 12.564  C80 1.090
88 H 7.232 14.032 13.151  C81 1.090
89 H 8.021 13.166 11.774  C81 1.090
90 H 9.157 12.414 15.306  C83 1.090
91 H 10.638 12.044 14.442  C83 1.090
92 C 14.834 13.229 13.251  C93 1.498, C96 1.455, H97 1.090, H98 1.090
93 C 13.738 13.944 12.523  C92 1.498, C94 1.523, H99 1.090, H100 1.090
94 C 12.586 12.948 12.515  C93 1.523, O95 1.417, H101 1.090, H102 1.090
95 O 13.121 11.789 13.129  C94 1.417, C96 1.426
96 C 14.546 11.815 13.069  C92 1.455, O95 1.426, H103 1.090, H104 1.090
97 H 14.861 13.480 14.311  C92 1.090
98 H 15.801 13.535 12.853  C92 1.090
99 H 13.981 14.220 11.497  C93 1.090
100 H 13.387 14.843 13.030  C93 1.090
101 H 12.207 12.813 11.502  C94 1.090
102 H 11.731 13.313 13.084  C94 1.090
103 H 14.904 11.479 12.095  C96 1.090
104 H 14.943 11.160 13.844  C96 1.090
105 O 19.467 16.908 12.319  C106 1.225
106 C 18.500 16.234 12.651  O105 1.225, O107 1.359, C110 1.504
107 O 17.204 16.613 12.496  C106 1.359, C108 1.422
108 C 16.911 17.808 11.784  O107 1.422, C109 1.493, H111 1.090, H112 1.090
109 C 15.527 17.601 11.264  C108 1.493, H113 1.090, H114 1.090, H115 1.090
110 C 18.673 14.910 13.344  C106 1.504, H116 1.090, H117 1.090, H118 1.090
111 H 17.534 17.926 10.897  C108 1.090
112 H 17.038 18.616 12.504  C108 1.090
113 H 15.461 16.766 10.567  C109 1.090
114 H 15.173 18.516 10.788  C109 1.090
115 H 14.770 17.527 12.045  C109 1.090
116 H 18.266 14.905 14.355  C110 1.090
117 H 19.726 14.658 13.469  C110 1.090
118 H 18.221 14.116 12.749  C110 1.090
119 O 15.547 9.354 19.337  C120 1.247
120 C 15.232 10.560 19.285  O119 1.247, O121 1.341, C124 1.548
121 O 15.736 11.535 18.514  C120 1.341, C122 1.427
122 C 16.828 11.204 17.658  O121 1.427, C123 1.496, H125 1.090, H126 1.090
123 C 17.075 12.440 16.853  C122 1.496, H127 1.090, H128 1.090, H129 1.090
124 C 14.102 11.049 20.222  C120 1.548, H130 1.090, H131 1.090, H132 1.090
125 H 16.643 10.353 17.003  C122 1.090
126 H 17.688 11.008 18.299  C122 1.090
127 H 16.268 12.642 16.149  C123 1.090
128 H 18.002 12.301 16.297  C123 1.090
129 H 17.283 13.265 17.534  C123 1.090
130 H 14.263 12.054 20.612  C124 1.090
131 H 14.033 10.344 21.050  C124 1.090
132 H 13.178 11.043 19.645  C124 1.090
133 O 15.296 8.678 11.794  C134 1.245
134 C 15.112 8.478 10.579  O133 1.245, O135 1.375, C138 1.493
135 O 14.007 8.800 9.828  C134 1.375, C136 1.449
136 C 12.805 9.178 10.543  O135 1.449, C137 1.508, H139 1.090, H140 1.090
137 C 12.006 9.936 9.513  C136 1.508, H141 1.090, H142 1.090, H143 1.090
138 C 16.178 7.887 9.716  C134 1.493, H144 1.090, H145 1.090, H146 1.090
139 H 13.030 9.768 11.431  C136 1.090
140 H 12.326 8.240 10.823  C136 1.090
141 H 11.656 9.224 8.766  C137 1.090
142 H 12.570 10.734 9.028  C137 1.090
143 H 11.070 10.382 9.848  C137 1.090
144 H 16.235 6.867 10.098  C138 1.090
145 H 17.168 8.259 9.978  C138 1.090
146 H 15.961 8.010 8.655  C138 1.090